# C6H9NS

A molecular structure, C6H9NS in a non-equilibrium geometry (wB97M-V/def2-TZVPD, the OMol25 dataset).

Atoms and positions in Å:
C: 0.08154 -0.92370 0.98177
C: 1.40256 -0.52544 0.45009
C: 1.21021 0.76334 -0.25034
C: -0.26864 0.42652 -0.88208
C: -1.01657 1.12502 -1.61340
C: -0.36649 -1.05651 -0.51217
H: -1.68160 0.55072 0.97434
H: -1.34687 -0.39855 2.60029
H: 0.04408 -1.94386 1.47469
H: 2.17562 -0.33022 1.31452
H: 1.94350 1.12663 -0.89138
H: 1.03973 1.42160 0.71923
H: -0.55404 2.17890 -1.97002
H: -2.04046 0.82673 -2.05554
H: -1.13847 -1.59071 -1.12999
N: -0.86071 0.00628 1.67876
S: 1.37663 -1.65677 -0.88878

The value obtained for the HOMO-LUMO gap is 9.47 eV. Its spin multiplicity is 1. The calculation puts the LUMO energy at 0.90 eV. As for the relative energy (zero: lowest compared OMol25 entry of this formula, charge and spin): 4.164 eV. The total energy is -686.8098 Eh.

# C6H9NS

C6H9NS in the gas phase in a non-equilibrium geometry (wB97M-V/def2-TZVPD, the OMol25 dataset).

Atoms and positions in Å:
C: 1.47655 0.54980 -1.68702
C: 0.33326 1.05939 -0.69942
C: 0.00770 -0.18685 1.55222
C: -0.01002 -0.84453 2.69981
C: -0.90171 -0.71665 0.44960
C: -0.70260 0.04351 -0.78736
H: 1.70812 -0.50922 -1.55439
H: 1.02348 0.60762 -2.76802
H: 2.53325 1.14130 -1.83922
H: 0.03039 2.01728 -1.11713
H: 0.81334 -0.67351 3.46668
H: -0.49057 -1.83821 2.82238
H: -1.28758 -1.68994 0.62619
H: -2.52974 -0.17953 -0.47671
H: -1.08540 -0.42907 -1.70076
N: -1.83555 0.37206 0.01469
S: 0.91707 1.27656 0.99848

The value obtained for the HOMO-LUMO gap is 9.17 eV. Its spin multiplicity is 1. As for the SMILES: C=C1S[C@@H](C)[C@@H]2N[C@H]12. The calculation puts the LUMO energy at 0.84 eV. As for the relative energy (zero: lowest compared OMol25 entry of this formula, charge and spin): 2.625 eV. The total energy is -686.8664 Eh.

# C6H9NS

C6H9NS in the gas phase in a non-equilibrium geometry (wB97M-V/def2-TZVPD, the OMol25 dataset).

Atoms and positions in Å:
C: -0.35263 -0.62151 -0.49231
C: -1.51598 0.37253 -0.44170
C: 0.70432 -0.30479 0.55532
C: 1.28020 -1.24913 1.29082
C: 1.33538 1.00406 0.52959
C: 1.81968 2.10904 0.57919
H: 0.99438 -1.15014 -1.86418
H: -0.40709 -0.92424 -2.46252
H: -0.75668 -1.60062 -0.35002
H: -1.11154 1.38048 -0.52389
H: -2.09372 0.13680 -1.30602
H: -2.90159 1.39965 1.23628
H: 2.14226 -1.07335 1.95147
H: 0.88318 -2.27272 1.29528
H: 2.12120 3.14274 0.68499
N: 0.24126 -0.50213 -1.83376
S: -2.38264 0.15332 1.15147

The value obtained for the HOMO-LUMO gap is 9.94 eV. Its spin multiplicity is 1. As for the SMILES: C#CC(=C)[C@H](N)CS. The calculation puts the LUMO energy at 0.89 eV. As for the relative energy (zero: lowest compared OMol25 entry of this formula, charge and spin): 2.671 eV. The total energy is -686.8646 Eh.